No. 1
# C33H66FN3O9S2

A cluster of 8 separate species, C33H66FN3O9S2 in total in a non-equilibrium geometry (ωB97M-V/def2-TZVPD, the Open Molecules 2025 dataset).

Its total energy is -82554.2371 eV. As for the HOMO energy: -0.294 Eh. As for the SMILES: NCCCCCc1cc(CCN)c2c(c1S(=O)(=O)F)Nc1ccccc1S2.CCO.CCO.CCO.CCO.CCO.CCO.CCO. The value obtained for the HOMO-LUMO gap is 6.7 eV.

Geometry as ORCA input:
```
! wB97M-V def2-TZVPD RIJCOSX def2/J DEFGRID3
* xyz 0 1
N -4.17763 0.85777 -3.27095
C -3.32678 -0.29644 -2.78272
C -4.26410 -1.52487 -2.14672
C -4.40003 -1.40460 -0.48372
C -4.06878 -2.82067 0.25530
C -3.17571 -2.74125 1.61683
C -1.97632 -1.62911 1.63135
C -2.10204 -0.46278 2.82478
C -0.98555 0.73714 2.98825
C -1.06624 1.86060 4.17898
C -2.51051 2.62363 4.31857
N -2.38222 3.95096 3.58586
C 0.23248 0.76643 1.89174
C 0.42970 -0.35822 0.66868
C -0.69039 -1.59730 0.56183
S -0.48935 -2.95051 -0.77270
O -1.16588 -4.30848 -0.33535
O -0.97898 -2.44268 -2.15432
F 1.19087 -3.38152 -1.00623
N 1.58642 -0.24691 -0.29939
C 1.69161 1.17379 -0.89308
C 1.77522 1.43865 -2.52285
C 1.87889 2.99584 -3.11850
C 1.94558 4.32598 -2.13346
C 1.85479 4.07410 -0.50039
C 1.72760 2.54155 0.07027
S 1.55870 2.14302 1.93331
H -3.79409 1.09482 -4.22416
H -3.99195 1.63933 -2.59050
H -2.55531 -0.02341 -1.94590
H -2.75322 -0.78300 -3.70993
H -3.73947 -2.51800 -2.48934
H -5.34683 -1.54606 -2.64511
H -3.82626 -0.46798 -0.08654
H -5.55792 -1.17432 -0.30511
H -5.12001 -3.29258 0.56906
H -3.64989 -3.55652 -0.57624
H -3.90922 -2.62378 2.55103
H -2.65990 -3.80425 1.77730
H -2.99652 -0.48000 3.61213
H -0.88230 1.28769 5.20971
H -0.23857 2.69313 4.13080
H -3.43553 1.98136 3.99943
H -2.62948 2.90511 5.47193
H -2.10754 3.70900 2.60608
H -1.53577 4.45157 3.97573
H 1.46237 -0.84555 -1.15256
H 1.72122 0.54045 -3.29970
H 1.90748 3.22170 -4.28903
H 2.01232 5.43994 -2.51317
H 1.85633 4.94464 0.30633
C 1.39031 -2.66072 -5.40742
C 2.50333 -2.35445 -4.42689
O 1.95914 -1.83776 -3.22141
H 0.81006 -1.75806 -5.62504
H 1.79351 -3.05584 -6.34418
H 0.69378 -3.39320 -4.98657
H 3.18455 -1.60609 -4.84244
H 3.08012 -3.25490 -4.19424
H 1.36227 -2.51319 -2.85596
C -3.90837 -2.33459 6.47963
C -4.89506 -2.08604 5.35770
O -4.91507 -3.19758 4.47432
H -2.90341 -2.50136 6.07828
H -3.87753 -1.48470 7.16735
H -4.17978 -3.23380 7.04227
H -4.60795 -1.19948 4.78467
H -5.90479 -1.93124 5.75028
H -5.17941 -3.97806 4.99102
C -2.23749 -4.16839 -5.69801
C -3.02418 -3.02856 -6.31116
O -2.14644 -1.97215 -6.67152
H -1.69252 -3.82686 -4.81190
H -2.90034 -4.98943 -5.41038
H -1.49155 -4.54816 -6.40382
H -3.75315 -2.63772 -5.59517
H -3.56163 -3.35907 -7.20533
H -1.50839 -2.32732 -7.31399
C 4.92788 -2.98772 -0.09530
C 4.81480 -3.60980 1.28103
O 3.53612 -3.33488 1.83394
H 4.77752 -1.90451 -0.04148
H 5.90991 -3.18667 -0.53376
H 4.15645 -3.38340 -0.76398
H 5.57321 -3.19566 1.95191
H 4.95110 -4.69460 1.23373
H 2.87005 -3.71412 1.23517
C 4.10188 -0.03408 2.62932
C 5.38240 0.13531 3.42029
O 5.28577 -0.56034 4.65440
H 3.24589 0.34496 3.19717
H 4.15831 0.50019 1.67665
H 3.90737 -1.09276 2.42889
H 5.56144 1.19250 3.63725
H 6.24127 -0.25326 2.86443
H 5.13533 -1.49942 4.45066
C -1.71256 6.49810 -2.13025
C -1.93898 5.10080 -1.59141
O -3.00740 4.47885 -2.28993
H -2.61948 7.10254 -2.02542
H -0.89471 6.99322 -1.59903
H -1.47203 6.46744 -3.19796
H -2.20050 5.13752 -0.52979
H -1.04055 4.48627 -1.70453
H -2.76166 4.44342 -3.23034
C 6.73250 4.22168 2.12255
C 5.41094 4.92951 2.33827
O 4.35097 4.15178 1.80171
H 6.90771 4.05076 1.05535
H 7.56086 4.81051 2.52666
H 6.72938 3.23931 2.60603
H 5.41031 5.90098 1.83525
H 5.22244 5.09245 3.40388
H 4.35479 3.29439 2.26094
*
```

---

No. 2
# C33H44As3N5O3STi

A structure of composition C33H44As3N5O3STi in a non-equilibrium geometry (ωB97M-V/def2-TZVPD, the Open Molecules 2025 dataset).

Its total energy is -264999.8772 eV. As for the HOMO energy (alpha / beta): -0.149 / -0.178 Eh. As for the expectation value of S²: 0.758. Its energy above the lowest of the compared OMol25 structures with the same formula, charge and spin is 72.4 kJ/mol. The value obtained for the HOMO-LUMO gap (alpha / beta) is 6.7 / 7.5 eV.

Geometry as ORCA input:
```
! wB97M-V def2-TZVPD RIJCOSX def2/J DEFGRID3
* xyz -1 2
Ti -0.50402 1.96437 -1.07274
O -1.19887 2.90772 -2.62316
C -1.66530 4.09416 -2.90299
C -2.40522 4.30605 -4.07979
C -2.89129 5.55936 -4.38866
C -2.65584 6.65295 -3.55409
C -1.92049 6.45910 -2.40120
C -1.41931 5.20117 -2.05842
C -0.67640 5.07220 -0.81403
N -0.23830 3.96410 -0.34822
N 0.36986 4.05764 0.91886
C 0.66954 2.86107 1.33563
O 0.45545 1.75354 0.71837
C 1.33339 2.74730 2.66774
C 0.92545 3.51372 3.75175
C 1.53331 3.34600 4.98754
C 2.55777 2.42137 5.14159
C 2.97470 1.66360 4.05579
C 2.35976 1.82256 2.82328
H -2.58312 3.45304 -4.72097
H -3.46610 5.69550 -5.29760
H -3.04321 7.63199 -3.80238
H -1.72515 7.29288 -1.73535
H -0.52293 5.97035 -0.21523
H 0.12582 4.22928 3.61473
H 1.20180 3.93688 5.83211
H 3.02682 2.28832 6.10872
H 3.77737 0.94483 4.16689
H 2.66495 1.23566 1.96786
N -4.79035 0.46491 -0.46787
C -3.46464 0.75435 -0.75422
S -2.79949 2.12898 0.07513
N -2.91086 -0.05636 -1.60321
N -1.58804 0.26598 -1.90548
C -1.20465 -0.15902 -3.04675
C 0.07918 0.08231 -3.71126
C 0.21134 -0.53856 -4.95915
C 1.34717 -0.41446 -5.73361
C 2.39157 0.37095 -5.24862
C 2.29801 1.00088 -4.02650
C 1.15168 0.87827 -3.21292
O 1.15815 1.44766 -2.03721
H -5.33316 1.25402 -0.16038
H -5.23308 -0.12310 -1.15749
H -1.92375 -0.75430 -3.61388
H -0.61720 -1.14007 -5.31724
H 1.42180 -0.91189 -6.69086
H 3.29227 0.49295 -5.83997
H 3.10528 1.61001 -3.64041
C -0.60873 0.16426 3.40468
As -1.24594 -0.76433 1.79676
C -3.07133 -1.03324 2.46344
C -0.70349 -2.62673 2.24618
C 0.73922 -3.08962 1.99106
C 1.69919 -2.11156 2.67549
C 1.09849 -3.21420 0.50126
As 1.25038 -1.54981 -0.55529
C 1.81126 -2.49526 -2.19057
C 3.08990 -1.05778 -0.06202
C 0.96235 -4.45465 2.68290
As 0.11025 -6.17994 2.21768
C -1.54050 -5.77977 1.23640
C 1.18306 -6.68080 0.65138
H -0.76268 -0.44691 4.29788
H -1.18759 1.08504 3.48913
H 0.44141 0.43521 3.31398
H -3.05459 -1.50553 3.44884
H -3.62968 -1.65382 1.76240
H -3.56560 -0.06636 2.52117
H -1.39694 -3.24515 1.67369
H -0.94260 -2.78333 3.30539
H 1.61918 -1.10565 2.25730
H 2.73556 -2.43906 2.55695
H 1.47979 -2.03457 3.74309
H 0.36520 -3.83667 -0.01922
H 2.06506 -3.72402 0.40589
H 2.53814 -3.27316 -1.94223
H 2.25638 -1.78936 -2.89078
H 0.94369 -2.94529 -2.67409
H 3.73941 -1.93639 -0.06386
H 3.11855 -0.58606 0.91638
H 3.43912 -0.33652 -0.80133
H 0.76096 -4.33007 3.75145
H 2.02614 -4.71524 2.61039
H -2.28410 -5.34276 1.90004
H -1.91758 -6.74048 0.88181
H -1.38681 -5.12429 0.38139
H 2.22972 -6.75995 0.94554
H 1.09624 -5.96581 -0.16408
H 0.84779 -7.66062 0.30947
*
```

---

No. 3
# C28H75NO10S10Si

A cluster of 11 separate species, C28H75NO10S10Si in total in a non-equilibrium geometry (ωB97M-V/def2-TZVPD, the Open Molecules 2025 dataset).

Its total energy is -168438.8975 eV. As for the HOMO energy: -0.289 Eh. The value obtained for the HOMO-LUMO gap is 8.2 eV.

Geometry as ORCA input:
```
! wB97M-V def2-TZVPD RIJCOSX def2/J DEFGRID3
* xyz 0 1
Si 1.18020 4.40613 0.15005
C 0.19933 4.05442 -1.42278
C 0.81164 3.01664 -2.39527
C 1.84409 2.06442 -1.80562
C 2.13066 0.92512 -2.79499
N 1.20248 -0.18337 -2.64910
C 0.44441 -0.69636 -3.67121
C -0.30821 -1.70682 -3.18559
C -0.01973 -1.85826 -1.79512
C 0.91896 -0.88386 -1.51872
H 2.60987 4.67378 -0.10572
H 0.54904 5.49032 0.93731
H 1.11257 3.19607 1.00090
H 0.10220 5.00204 -1.95255
H -0.80634 3.76597 -1.12777
H -0.00365 2.42317 -2.80743
H 1.26273 3.53617 -3.23669
H 2.78755 2.57626 -1.63922
H 1.49310 1.60629 -0.88880
H 2.02008 1.26879 -3.81974
H 3.15256 0.56078 -2.69534
H 0.45914 -0.34264 -4.68372
H -1.02039 -2.32198 -3.70625
H -0.43322 -2.55243 -1.09840
H 1.40977 -0.63443 -0.59251
C -3.84681 -0.78023 -4.50844
S -2.58731 -0.13499 -5.60727
O -2.43714 1.31138 -5.29102
C -3.57590 -0.21746 -7.10717
H -3.45310 -0.75392 -3.49376
H -4.74039 -0.15804 -4.57572
H -4.08279 -1.80971 -4.77822
H -4.47946 0.37876 -6.98014
H -3.83012 -1.25601 -7.32040
H -2.97854 0.18730 -7.92119
C 3.83409 -3.10799 0.79300
S 2.55202 -3.77360 -0.27062
O 1.40553 -4.15315 0.61456
C 3.42138 -5.29056 -0.66865
H 3.47740 -2.16473 1.20346
H 4.04207 -3.80745 1.60324
H 4.73335 -2.93211 0.20321
H 3.64621 -5.83468 0.25014
H 4.33116 -5.04495 -1.21187
H 2.76952 -5.89002 -1.30130
C -3.16373 -3.33771 2.45304
S -2.81661 -3.37824 0.69082
O -4.11656 -3.58072 -0.00218
C -1.95409 -4.95065 0.68894
H -3.72650 -2.42993 2.65860
H -3.75638 -4.21016 2.72932
H -2.22414 -3.32017 3.00529
H -2.60780 -5.73020 1.08400
H -1.04502 -4.86683 1.28557
H -1.68522 -5.17885 -0.34023
C 3.52720 6.26831 3.85567
S 4.23156 4.79601 3.10543
O 3.08560 3.94500 2.69382
C 4.87538 4.09712 4.63023
H 3.02902 6.83219 3.06983
H 2.80067 5.98137 4.61661
H 4.32501 6.87097 4.29032
H 4.06022 3.96251 5.34126
H 5.63683 4.76087 5.03967
H 5.32042 3.13359 4.39164
C 4.45746 -3.39830 -5.81807
S 3.50785 -3.62981 -4.31113
O 4.49352 -3.76171 -3.20256
C 2.93230 -5.28542 -4.70101
H 4.94348 -2.42707 -5.75736
H 5.20965 -4.18282 -5.90268
H 3.78402 -3.41774 -6.67477
H 3.78691 -5.94391 -4.85815
H 2.30634 -5.24845 -5.59215
H 2.34272 -5.63997 -3.85830
C -1.40560 3.87657 4.08817
S -1.09099 5.63910 3.95105
O -0.48786 6.07975 5.23940
C -2.81132 6.15226 3.96881
H -0.44328 3.37025 4.13053
H -1.97233 3.67706 4.99808
H -1.95630 3.53973 3.21001
H -3.28458 5.80479 4.88793
H -3.31730 5.73920 3.09617
H -2.83985 7.24064 3.92149
C -0.54822 -9.32834 0.50594
S -1.32867 -9.97212 -0.98020
O -0.31893 -9.89615 -2.06536
C -2.44563 -8.58467 -1.20982
H 0.22988 -10.02851 0.80176
H -0.10642 -8.35405 0.29427
H -1.29075 -9.24938 1.30023
H -1.86770 -7.66452 -1.29738
H -3.13327 -8.52501 -0.36597
H -3.00826 -8.75253 -2.12539
C -0.60450 10.93734 3.92245
S -1.96085 9.99720 4.62990
O -2.86351 9.62306 3.50799
C -2.72250 11.38298 5.48271
H -0.01917 10.25930 3.30532
H -1.00071 11.74689 3.30927
H 0.01841 11.33168 4.72504
H -2.97209 12.16343 4.76372
H -2.03567 11.76237 6.23903
H -3.62905 11.01990 5.96163
C 5.43440 -5.90287 6.21150
S 4.67124 -6.53128 4.71053
O 5.71549 -6.52030 3.65554
C 3.62822 -5.10012 4.41835
H 6.16787 -6.63493 6.54197
H 5.92911 -4.95488 6.00007
H 4.67211 -5.77579 6.98019
H 4.24678 -4.20622 4.33133
H 2.91589 -4.99048 5.23619
H 3.08744 -5.26356 3.48739
C -5.77829 2.90758 -4.26878
S -7.25201 1.89665 -4.07875
O -8.33872 2.55188 -4.84909
C -7.52524 2.28324 -2.34566
H -5.45805 2.84203 -5.30620
H -6.01351 3.94246 -4.01992
H -4.98597 2.52660 -3.62403
H -7.64239 3.36049 -2.22813
H -6.68233 1.92132 -1.75679
H -8.43510 1.77666 -2.03151
*
```